This record from the Open Molecules 2025 dataset describes a structure of composition C16H31NP2SV in a non-equilibrium geometry. The level of theory is wB97M-V/def2-TZVPD.

```
52
Properties=species:S:1:pos:R:3:forces:R:3:mulliken_charge:R:1
P 0.124 -3.422 -2.064 -0.29 -1.19 -0.26 0.6032
P 0.238 -0.891 -1.844 0.12 2.43 -2.25 1.3746
C -0.384 -2.765 -3.692 -0.04 -0.28 -0.18 -0.7729
C 0.382 -1.434 -3.650 -0.12 0.28 0.31 -1.2231
H -1.480 -2.638 -3.697 0.36 0.07 0.01 0.3515
H -0.113 -3.408 -4.535 -0.03 0.06 0.09 0.4687
H 1.441 -1.560 -3.937 -0.68 0.08 0.09 0.3036
H -0.043 -0.622 -4.244 -0.01 -0.32 -0.20 0.6259
C -1.243 0.161 -1.962 -0.09 0.37 0.03 -0.8647
H -1.069 1.054 -1.345 -0.33 -0.40 -0.21 0.1124
H -2.079 -0.411 -1.526 0.24 0.34 -0.24 0.3316
H -1.458 0.470 -2.999 -0.03 -0.11 0.47 0.4421
C 1.751 0.074 -1.666 -0.24 1.38 -0.24 -1.3586
H 2.198 0.246 -2.646 0.22 0.38 0.21 0.4653
H 2.463 -0.405 -0.991 -0.05 -0.04 -0.09 0.3756
H 1.399 0.998 -1.188 0.62 0.11 -0.16 0.2542
C -0.518 -4.997 -1.549 -0.11 -1.51 -0.91 -1.1484
H -0.112 -5.264 -0.559 -0.01 0.22 -0.58 0.2775
H -0.345 -5.777 -2.295 -0.07 -0.35 0.23 0.4154
H -1.600 -4.875 -1.443 0.04 0.06 0.01 0.3438
C 1.995 -3.396 -2.142 0.00 -0.53 -0.61 -1.2815
H 2.472 -2.548 -2.652 -0.43 -0.28 0.21 0.3770
H 2.246 -4.286 -2.729 0.35 -0.08 0.42 0.4214
H 2.367 -3.488 -1.101 0.03 -0.15 -0.66 0.3744
V 0.671 -2.320 -0.280 0.91 -1.21 3.33 0.1918
C 0.251 4.335 3.674 -0.62 0.80 0.11 -0.4923
C -1.013 4.791 3.657 0.42 -0.02 0.38 -0.3333
C -2.035 4.318 2.658 -0.59 -0.57 0.23 -0.7820
C -2.187 2.757 2.529 -0.31 0.51 0.65 -0.5384
C -1.651 2.251 1.240 0.59 -0.80 -0.75 0.0679
C -0.513 2.639 0.643 -1.12 -0.62 -0.32 -0.0930
C 0.491 3.565 1.215 0.75 -0.13 0.17 -1.2576
C 0.863 3.373 2.688 0.96 0.37 0.49 -0.5765
C 1.630 -3.873 0.951 -0.23 0.41 -0.71 -1.6198
H 0.977 4.824 4.338 -0.47 -0.38 0.06 0.3324
H -1.349 5.562 4.382 0.45 -0.53 -0.50 0.3377
H -1.750 4.739 1.674 -0.55 -0.18 0.41 0.3507
H -3.051 4.660 2.932 0.67 0.32 -0.17 0.3793
H -1.761 2.197 3.402 -0.24 0.71 -0.76 0.1393
H -3.272 2.518 2.534 0.60 0.13 0.10 0.3881
H -2.271 1.457 0.802 0.40 0.37 -0.21 0.2565
H -0.264 2.264 -0.363 -0.18 0.13 0.70 0.1323
H 0.234 4.604 1.040 -0.02 0.32 -0.07 0.4547
H 1.430 3.396 0.688 -0.03 0.07 -0.32 0.3029
H 0.833 2.322 2.997 -0.50 0.05 -0.04 0.3111
H 1.940 3.593 2.754 -0.18 -0.05 -0.08 0.4324
H 2.087 -3.107 1.611 -0.01 -0.83 0.25 0.3368
H 2.390 -4.481 0.429 -0.09 0.09 0.65 0.4940
H 0.894 -4.531 1.436 0.42 0.33 0.29 0.3806
S -1.325 -0.355 3.488 -0.21 0.07 1.01 -0.4677
C -0.652 -0.948 2.186 0.50 -0.68 -2.23 0.4123
N -0.229 -1.366 1.152 -0.79 0.80 1.84 -0.8091
```
Forces are in eV/Å.

The HOMO energy (alpha / beta) is -6.50 / -7.38 eV. The calculation puts the orbital gap (alpha / beta) at 6.80 / 7.63 eV. The energy is -2707.7042 Eh. As for the spin multiplicity: 4. As for the expectation value of S²: 3.771.